# 1
65
Properties=species:S:1:pos:R:3:forces:R:3 method="wB97M-V/def2-TZVPD" multiplicity=1 homo_lumo_gap_ev=10.07 smiles="COC[C@H]1C[C@@H](CB(O)O)C(=O)O1.C[C@@H]1COC(=O)O1.C[C@@H]1COC(=O)O1.C[C@@H]1COC(=O)O1"
O -1.797839 -0.594162 -1.387694 -0.19 -0.66 0.30
O 3.455373 3.845656 1.322760 -1.93 -0.18 -3.67
O 2.503821 -4.076077 0.454679 -0.20 0.25 -0.97
O -4.964811 1.053436 3.231278 0.01 0.01 0.68
O -4.493946 0.211286 5.278865 -0.24 0.59 -0.47
O -0.961399 1.882943 -1.831114 0.78 -0.10 2.36
O -0.221255 -1.086861 0.149586 -0.64 0.24 -0.67
O -2.115046 -2.289717 0.084348 0.46 0.96 -0.74
O -2.025675 2.382500 0.328760 1.71 -1.59 -0.29
O 1.280765 -3.831069 -1.443070 0.60 0.01 0.54
O 3.521810 -3.716367 -1.534177 -0.40 -0.12 0.44
O 4.189291 0.855907 -0.362738 0.80 -0.20 -1.27
O 3.911322 3.982008 -0.935038 -0.67 -1.80 0.83
O -5.174359 2.358767 5.048824 0.15 -0.54 -0.13
C 2.440154 -3.890769 -0.729114 0.13 -0.19 1.04
C -1.414463 -1.265341 -0.469571 -0.11 -0.25 0.00
C 4.734884 -0.497271 -0.357445 -0.17 0.15 0.72
C -4.846224 1.120416 4.586154 0.31 -0.73 0.59
C 3.016679 3.739562 0.172865 1.28 0.34 2.38
C 1.571612 3.375175 -0.404119 1.17 -1.83 -0.51
C 0.711371 -3.974527 -3.795554 -0.51 0.02 0.21
C 1.624550 -3.370710 -2.749968 -0.57 -0.07 -1.03
C -5.260999 3.209698 3.910978 -0.18 0.61 0.16
C -5.620829 2.250707 2.813948 -0.04 0.50 -1.03
C 3.690516 2.872223 -1.832933 -1.76 -0.82 -1.51
C 0.690468 2.236830 0.297082 -0.31 1.27 1.35
C -1.218530 -2.959910 0.976223 -0.11 -0.88 0.96
C 2.063631 2.787738 -1.827425 -0.21 1.31 -0.69
C -1.959311 -3.529626 2.167039 -0.50 -0.16 -0.20
C 3.055375 -3.806833 -2.875173 0.46 0.13 -0.47
C 4.529298 1.536293 -1.604303 0.06 -0.16 0.44
C -0.255346 -1.870860 1.334668 0.72 -0.16 0.69
C -5.139076 2.683646 1.446126 0.05 -0.51 -0.25
B -0.789145 2.156458 -0.419105 -1.11 -0.32 -1.31
H 3.904673 -1.213712 -0.665256 1.23 0.72 0.18
H 5.665904 -0.595398 -1.021260 -1.37 0.12 0.89
H -5.431440 3.712373 1.226004 -0.01 -0.06 0.08
H -6.699419 2.057476 2.791964 0.07 0.02 0.14
H -2.688243 -2.813958 2.557446 0.22 0.07 0.01
H 0.953717 4.327671 -0.386505 0.97 -1.05 -0.51
H 0.737651 -2.258245 1.568907 -0.04 0.12 -0.19
H 0.528416 2.559063 1.393223 0.20 -0.56 -1.54
H 5.020270 -0.713236 0.727049 -0.34 0.17 -1.54
H -1.411801 1.010948 -1.959467 0.21 0.96 0.18
H 1.113348 -3.839019 -4.801655 0.03 0.05 0.10
H 3.893524 3.122940 -2.926990 0.34 0.24 1.62
H -0.722440 -3.762101 0.419621 0.04 0.18 -0.02
H 1.175271 1.209417 0.336534 -0.36 1.35 -0.37
H 0.554305 -5.041096 -3.612899 0.23 0.07 -0.02
H 1.603802 1.791712 -2.118380 0.66 1.25 0.65
H -6.024625 3.975324 4.058157 0.07 -0.13 0.17
H -4.052703 2.595099 1.364911 -0.17 0.27 0.20
H -0.597577 -1.241106 2.162733 -0.11 -0.10 -0.06
H 5.648592 1.772781 -1.594286 -1.37 -0.09 -0.03
H -2.522824 -4.417339 1.869476 0.10 0.03 0.07
H 4.368073 0.774770 -2.457812 -0.07 1.46 0.88
H -5.563039 2.033963 0.675951 -0.03 0.12 0.03
H -0.273367 -3.502424 -3.752576 0.10 0.00 -0.08
H -4.291217 3.696540 3.763578 -0.05 -0.10 -0.14
H -1.271116 -3.811679 2.966188 0.04 0.04 -0.12
H 3.630443 -3.150054 -3.530076 0.07 -0.04 0.21
H 1.753225 3.551852 -2.627899 0.37 -1.28 1.01
H 3.170732 -4.840801 -3.216874 -0.16 0.06 0.00
H 1.539146 -2.278028 -2.758517 0.10 -0.06 0.06
H -2.443946 1.505121 0.503068 0.23 1.04 -0.35

# 2
63
Properties=species:S:1:pos:R:3:forces:R:3 method="wB97M-V/def2-TZVPD" charge=+2 e_above_lowest_kcal_mol=2.81 multiplicity=2 homo_lumo_gap_ev="6.24 / 4.74" s_squared=0.755
W 0.786313 -0.549071 0.842020 -0.44 0.26 -0.04
Br 4.375668 -0.262199 -2.732655 -0.03 -0.01 -0.02
Ge -0.820003 0.806446 -1.219350 0.03 -0.17 -0.07
Cl 1.263619 -0.969941 4.204131 -0.14 -0.11 -0.06
O 2.391014 -0.733635 -0.497584 0.17 0.05 -0.04
O -0.013186 -0.664691 -1.766859 -0.02 0.14 0.07
O 2.176522 0.040830 4.541704 0.11 0.07 0.03
O 0.471664 -0.192638 2.586313 0.04 -0.05 -0.08
O 0.710680 1.347994 -0.377685 -0.10 0.01 0.10
O 2.651248 -0.019284 1.473996 0.34 0.04 0.15
O 1.800491 -2.172381 3.701777 0.01 0.04 0.01
O -1.171609 0.031314 0.461483 -0.02 -0.01 -0.04
O 0.627720 -2.213085 0.833384 0.02 -0.09 0.05
C 6.770938 0.317633 1.241580 0.00 0.00 0.00
C -2.501093 -1.762611 1.461688 0.00 -0.02 -0.01
C 6.658795 0.109342 -1.165347 -0.01 -0.01 -0.01
C 0.728967 3.006339 1.417055 0.01 0.01 -0.02
C 3.239396 -0.284882 0.339417 -0.03 -0.10 -0.05
C -3.536622 -0.034700 -0.041251 0.00 0.03 0.01
C 4.649582 -0.077706 0.150751 -0.01 -0.02 -0.01
C 1.011846 -2.296823 -3.150808 0.00 0.02 0.02
C -2.711124 0.635156 2.232310 -0.02 0.01 0.01
C 5.408409 0.136200 1.315208 0.00 -0.01 0.00
C -2.532132 -0.305348 1.061025 0.03 -0.01 0.02
C -0.967066 -0.969770 -3.960254 0.00 0.00 0.01
C 7.391957 0.299454 -0.002320 0.00 0.00 0.00
C 1.029249 2.787579 -0.051147 0.02 -0.06 -0.03
C 2.496312 2.969698 -0.381973 0.02 0.03 0.00
C -0.330842 -1.688314 -2.782658 -0.02 -0.06 -0.07
C -1.259808 -2.712323 -2.160880 0.01 0.01 0.01
C 5.290569 -0.082890 -1.100619 0.04 0.04 0.03
C 0.144486 3.631254 -0.948805 0.00 0.04 0.00
H -2.222659 -2.269419 -1.899318 0.00 0.00 0.00
H 7.350640 0.469781 2.140621 0.00 0.00 0.00
H 0.863286 -3.073131 -3.900854 -0.02 0.00 0.00
H 2.762700 4.019916 -0.259407 0.00 0.00 0.00
H -1.917579 -0.510442 -3.665855 0.00 0.00 -0.01
H -0.807022 -3.154234 -1.272918 -0.01 0.00 0.00
H -1.926635 0.497742 2.973975 0.00 0.00 -0.01
H -3.476574 -2.036195 1.863732 0.00 0.00 0.00
H 1.482063 -2.746386 -2.276666 0.01 0.00 -0.01
H -2.291476 -2.404767 0.606475 -0.01 0.00 0.02
H -1.759048 -1.949167 2.237655 0.00 0.01 0.00
H -4.543165 -0.238292 0.324465 0.00 0.00 0.00
H -3.670496 0.430364 2.708483 0.00 0.00 0.00
H -0.917572 3.502012 -0.702938 0.00 -0.02 0.00
H 0.319170 3.408376 -2.004859 0.00 -0.01 0.00
H 1.677188 -1.537757 -3.558197 0.01 0.00 0.00
H 3.127668 2.393791 0.294504 0.00 0.00 0.00
H 1.360550 2.376675 2.045231 -0.01 0.00 0.00
H 0.937468 4.044198 1.677422 0.00 0.00 0.00
H 8.462402 0.440372 -0.073167 0.00 0.00 0.00
H -2.715284 1.675763 1.904674 0.00 0.00 0.00
H 0.364378 4.688963 -0.803065 0.00 0.00 0.00
H 4.906412 0.140231 2.272817 0.00 0.00 0.00
H -3.371297 -0.678323 -0.907374 0.00 -0.01 -0.01
H -0.298410 -0.205707 -4.358945 0.00 0.00 0.00
H -3.523053 1.018846 -0.342523 0.01 -0.01 0.00
H -0.320300 2.805989 1.641672 0.00 0.00 0.02
H -1.182621 -1.679483 -4.758128 0.00 0.00 0.00
H 7.148919 0.113210 -2.128451 0.01 0.00 0.00
H -1.453027 -3.513266 -2.874102 0.01 0.00 -0.01
H 2.705516 2.678291 -1.411405 0.00 0.00 0.00

# 3
55
Properties=species:S:1:pos:R:3:forces:R:3 method="wB97M-V/def2-TZVPD" charge=+2 e_above_lowest_kcal_mol=0.00 multiplicity=1 homo_lumo_gap_ev=6.94
Ti 0.070429 -0.168294 -0.021559 -1.25 -1.82 -0.59
Cl -0.031629 4.158765 -0.399371 0.01 0.47 -0.02
O -0.768251 -2.012394 0.182474 -0.42 0.48 -0.45
N -1.594488 -3.754542 1.362901 0.68 0.51 -0.53
N -0.509733 -4.142149 -0.694299 0.36 0.46 0.38
C -0.519527 0.215673 2.247814 0.98 -0.11 -0.22
C 1.247468 1.286926 1.221126 0.04 -0.13 0.95
C 0.456987 -5.203374 -0.464264 0.00 -0.64 0.30
C -2.247003 -2.840150 2.289103 0.00 0.23 0.56
C -1.557240 -5.142301 1.816053 0.17 -0.94 -0.24
C -0.172693 -0.408244 -2.389373 0.67 0.41 0.23
C -0.087572 1.462511 1.691500 1.06 -0.86 0.35
C 0.032438 0.971273 -2.043837 0.98 -0.93 -0.11
C 1.253375 6.632657 -0.285722 0.36 -0.59 0.11
C 0.988406 -1.150873 -2.013799 -0.01 0.82 -0.22
C -1.107073 6.563743 0.502168 -0.19 -0.60 0.28
C 1.907503 -0.240539 -1.411580 -0.48 0.04 -0.36
C 0.566926 -0.717486 2.166779 0.25 0.93 0.33
C -0.603065 6.402933 -1.930885 -0.06 -0.64 -0.25
C 1.658488 -0.071737 1.500386 -0.72 0.43 0.71
C -0.932808 -3.288406 0.290792 -0.52 -0.25 0.26
C 1.321170 1.069358 -1.438567 -0.15 -0.10 -0.82
C -0.123909 6.027326 -0.532760 -0.10 1.39 -0.13
C -0.960222 -3.990224 -2.070531 0.19 -0.09 -0.42
H -0.031213 -6.186780 -0.376928 0.30 0.21 0.00
H -2.115779 6.166787 0.344618 0.18 0.02 0.04
H -3.025326 -3.410642 2.809829 0.19 0.31 -0.20
H 1.190683 7.718611 -0.379380 -0.14 -0.07 -0.02
H -1.699637 -4.766702 -2.319959 0.14 0.26 0.08
H -0.546037 -5.421486 2.177144 -0.59 0.16 -0.25
H 2.622066 -0.521291 1.300388 -0.07 0.19 0.09
H -1.165577 7.650223 0.413353 0.10 -0.06 -0.10
H -1.477267 0.041550 2.721748 0.07 -0.05 -0.18
H -1.603681 6.005819 -2.132710 0.18 0.02 0.02
H 1.987277 6.282181 -1.019406 -0.12 0.01 0.14
H 1.879957 2.064477 0.810263 -0.23 -0.17 0.27
H 1.794143 1.996311 -1.143997 -0.11 -0.20 -0.23
H 0.610505 -1.712525 2.615445 -0.19 0.33 -0.50
H -0.098384 -4.135024 -2.745265 -0.35 0.15 0.17
H -1.397795 -3.008528 -2.256922 -0.01 -0.12 0.15
H 1.200109 -2.197857 -2.251077 -0.30 0.43 0.42
H -0.604068 2.409510 1.762772 -0.19 -0.10 -0.49
H 1.618737 6.411563 0.723041 -0.05 -0.02 -0.18
H 0.087961 6.046459 -2.702308 -0.13 0.02 0.13
H 1.062185 -5.008000 0.433193 -0.25 -0.09 -0.29
H -1.541744 -2.476029 3.044941 -0.17 0.02 -0.05
H -0.605149 1.805471 -2.297006 -0.16 0.00 0.26
H -1.004458 -0.789791 -2.963980 -0.12 -0.02 0.28
H -0.785473 6.334912 1.524123 -0.06 -0.01 -0.17
H 2.912416 -0.498753 -1.094727 -0.23 0.15 0.05
H -2.713765 -1.999296 1.774281 0.16 -0.16 -0.04
H -0.657697 7.489323 -2.014057 0.05 -0.02 0.14
H -2.244594 -5.216797 2.657349 0.11 -0.16 -0.16
H -1.882123 -5.858474 1.039620 0.19 0.47 0.28
H 1.131234 -5.240338 -1.328475 -0.07 0.03 0.23

# 4
59
Properties=species:S:1:pos:R:3:forces:R:3 method="wB97M-V/def2-TZVPD" charge=+1 e_above_lowest_kcal_mol=0.00 multiplicity=1 homo_lumo_gap_ev=12.15
F -1.094193 -1.713813 -5.245436 0.26 0.45 0.40
O 0.252373 -0.372095 -1.777423 -0.14 0.39 0.38
O 1.118681 -1.673094 -3.374755 0.59 0.61 -0.07
O -0.241083 -0.023308 -3.955849 -0.37 0.10 -0.05
N -1.104792 -2.311284 -0.138733 0.13 0.53 0.31
N -2.268809 0.813557 0.325967 0.48 -0.11 0.08
N 1.040973 1.449332 0.573024 -0.31 -0.53 -0.07
N -0.022071 -0.786023 2.579710 -0.21 0.24 -0.62
C -0.866672 -4.763453 -2.636997 0.66 0.57 -0.45
C 1.960052 -1.092736 4.232364 0.42 -1.20 0.38
C 0.843383 -0.894970 3.319577 0.25 0.10 0.39
C -5.797626 2.518182 0.216422 0.18 0.20 0.40
C -3.407738 3.081887 0.951958 0.27 -0.02 0.04
C 1.221557 -1.543162 -4.804368 -0.42 -1.17 -0.02
C -0.060898 -0.798098 -5.103546 0.18 -0.51 -0.91
C 0.372240 -0.650736 -2.921609 0.10 -0.59 -0.10
C -2.769159 1.801725 0.618002 -0.47 0.13 -0.09
C -2.330881 -5.021243 -2.933796 -0.36 0.16 0.26
C -0.488692 -4.617024 -1.165775 -0.54 -1.50 0.86
C 2.714273 4.407068 1.425722 -0.46 0.15 -0.67
C 1.299367 2.334880 1.248630 0.47 0.31 0.18
C 3.301766 -0.534289 3.740896 -0.14 0.87 -0.12
C 3.619510 -0.746877 2.246623 -0.20 0.62 1.26
C -4.880517 2.976388 1.348200 -0.04 -0.75 0.54
C -0.840360 -3.341470 -0.557058 0.04 -0.38 -0.47
C 1.617671 3.512409 2.050103 0.53 0.29 -0.02
C 4.115467 3.828915 1.417906 0.27 -0.23 0.39
Li -0.321678 -0.276042 0.295326 -0.40 -0.07 -0.10
H 4.530884 3.683293 2.419357 -0.27 -0.09 0.08
H 4.102137 -0.864907 4.401969 -0.08 -0.30 -0.05
H 1.206399 -2.560047 -5.190982 -0.13 0.09 -0.20
H -5.970722 3.307300 -0.513948 0.13 -0.06 -0.13
H 2.797304 -0.278633 1.708294 0.02 -0.43 -0.48
H -1.023672 -5.412276 -0.624066 -0.13 0.30 0.13
H -2.847045 3.464218 1.808183 0.07 0.24 -0.18
H 1.980901 3.231290 3.039088 -0.39 -0.28 0.10
H 1.728788 -0.750764 5.241922 -0.18 0.38 -0.18
H -0.319739 -5.582890 -3.107179 0.28 -0.02 0.40
H 0.541816 -4.863701 -0.902784 0.20 0.40 -0.46
H 2.684376 5.372801 1.929049 0.03 -0.05 0.14
H 4.139395 2.865503 0.905391 0.05 0.02 -0.06
H -4.914798 2.236388 2.156247 -0.09 -0.07 -0.11
H -5.185046 3.891823 1.855168 -0.05 0.23 -0.43
H -2.706054 -5.904198 -2.410143 0.22 -0.11 -0.06
H 0.671792 4.048992 2.130818 0.11 0.18 0.25
H -2.434937 -5.196642 -4.003058 -0.19 0.06 0.00
H 3.242350 0.546154 3.918278 0.12 0.01 -0.13
H 4.827431 4.498017 0.936129 -0.18 0.02 -0.24
H 4.509045 -0.158309 2.028067 0.15 -0.24 -0.18
H -0.059699 -0.213725 -6.021519 -0.01 0.35 0.33
H -5.334041 1.649768 -0.252628 -0.18 0.01 -0.23
H 2.139061 -1.070277 -5.154855 -0.08 0.35 0.43
H -3.254129 3.720850 0.079538 -0.01 0.20 0.15
H 2.418217 4.601813 0.391651 0.02 0.11 0.00
H 2.028076 -2.179531 4.375308 0.05 0.02 -0.23
H 3.778356 -1.796324 2.020383 -0.11 -0.02 -0.30
H -0.486830 -3.852444 -3.113383 -0.33 -0.12 -0.33
H -6.767453 2.217156 0.608411 0.00 -0.02 -0.01
H -3.004323 -4.215351 -2.633806 0.18 0.17 -0.12